Density functional theory data (ωB97M-V/def2-TZVPD) for a structure of composition C34H25BrCuF4N4O5P.

The spin multiplicity is 1. For the highest occupied orbital energy, the calculation gives -8.06 eV. The strongest force on any atom comes out at 0.0191 hartree/bohr. As for the net charge: 0. The value obtained for the energy above the lowest of the compared OMol25 structures with the same formula, charge and spin is 0.051 eV.

```
75
Properties=species:S:1:pos:R:3:mulliken_charge:R:1
Cu -0.6264 1.2776 0.1618 0.178
F 4.3525 6.9447 -0.0666 -0.292
C 3.7314 5.7770 -0.1339 0.598
C 4.4020 4.6210 0.1894 0.216
F 5.6743 4.6788 0.5673 -0.293
C 3.7514 3.4082 0.1069 0.381
F 4.4895 2.3369 0.4065 -0.422
C 2.4192 3.2939 -0.2713 0.260
P 1.5534 1.6563 -0.2941 0.697
C 2.3351 0.8834 -1.7583 0.633
C 3.6089 0.3143 -1.7784 0.107
C 4.1116 -0.2278 -2.9542 -0.856
C 3.3531 -0.2059 -4.1188 -0.521
C 2.0836 0.3532 -4.1061 -0.622
C 1.5751 0.8852 -2.9276 -0.465
C 2.2201 0.7822 1.1669 0.523
C 2.4334 -0.5933 1.1290 -0.392
C 2.7693 -1.2831 2.2873 -0.670
C 2.8830 -0.6070 3.4928 -0.601
C 2.6392 0.7596 3.5428 -0.770
C 2.2985 1.4487 2.3890 -0.637
C 1.7675 4.4881 -0.6190 -0.271
Br -0.0029 4.5504 -1.2628 -0.141
C 2.4177 5.7063 -0.5450 0.378
F 1.8080 6.8422 -0.8753 -0.324
H 4.2081 0.2894 -0.8785 0.405
H 5.1027 -0.6670 -2.9602 0.426
H 3.7515 -0.6283 -5.0338 0.404
H 1.4849 0.3667 -5.0095 0.432
H 0.5743 1.3049 -2.9059 0.162
H 2.3132 -1.1353 0.1976 0.324
H 2.9312 -2.3541 2.2461 0.475
H 3.1469 -1.1458 4.3954 0.400
H 2.6918 1.2878 4.4874 0.407
H 2.0626 2.5057 2.4471 0.447
O -5.2967 2.3528 3.3218 -0.536
C -5.5791 2.2468 2.0465 0.509
O -6.7051 2.0733 1.6332 -0.630
C -4.4499 2.3500 1.0644 0.522
C -4.6708 2.4549 -0.2854 -0.637
N -3.4709 2.4177 -0.8827 -0.036
N -2.4601 2.2965 -0.0106 -0.346
C -3.0357 2.2545 1.1884 -0.093
C -2.1251 2.0752 2.3964 1.001
O -2.5928 2.3789 3.5091 -0.910
O -0.9612 1.6724 2.1472 -0.454
H -4.2894 2.3795 3.4839 0.469
H -5.5990 2.5479 -0.8298 0.540
H -3.2656 2.5122 -1.8596 0.148
C -3.3275 -4.5721 -0.8631 -1.128
N -2.8472 -3.4401 -0.0776 0.081
N -1.6921 -2.8109 -0.5396 0.294
C -1.7660 -1.4571 -0.2192 0.681
O -0.7899 -0.7170 -0.3701 -0.478
C -3.0739 -1.2465 0.3205 -0.376
C -3.6922 -2.4547 0.3577 0.180
C -5.0940 -2.7734 0.7551 -1.600
C -0.4535 -3.5193 -0.5918 0.027
C -0.2247 -4.6215 0.2232 0.097
C 0.9994 -5.2745 0.1634 -0.732
C 1.9971 -4.8232 -0.6901 -0.541
C 1.7613 -3.7154 -1.4935 -0.497
C 0.5365 -3.0650 -1.4590 -0.476
H -2.4924 -5.2240 -1.1003 0.418
H -3.7997 -4.2481 -1.7951 0.329
H -4.0441 -5.1301 -0.2680 0.385
H -3.4642 -0.3108 0.6964 -0.027
H -5.5390 -1.9111 1.2482 0.376
H -5.1215 -3.6222 1.4385 0.368
H -5.7048 -3.0192 -0.1168 0.339
H -0.9878 -4.9478 0.9193 0.503
H 1.1754 -6.1321 0.8016 0.387
H 2.9524 -5.3326 -0.7293 0.424
H 2.5341 -3.3545 -2.1632 0.408
H 0.3441 -2.2036 -2.0844 0.431
```